Model i:
25
Properties=species:S:1:pos:R:3 method="wB97M-V/def2-TZVPD" smiles="N[C@@H]1C[C@@H]1N.CCC#CC=O" homo_lumo_gap_ev=9.3
N 2.9728 -1.1934 -1.0750
C 2.1184 -0.0946 -0.6251
C 2.8709 1.0307 0.0343
C 2.0849 0.0604 0.8446
N 2.8492 -0.8705 1.6017
H 2.3757 -1.9928 -1.2303
H 3.2974 -0.9643 -2.0129
H 1.2037 0.1402 -1.1782
H 2.5439 2.0639 -0.0753
H 3.9515 0.8455 0.0596
H 1.1859 0.4677 1.2939
H 3.0250 -0.4722 2.5108
H 2.2633 -1.6716 1.7764
C -1.1673 1.4364 -0.1502
C -1.5012 -0.0163 -0.4989
C -2.9389 -0.3107 -0.3177
C -4.1028 -0.5397 -0.1075
C -5.5048 -0.7568 0.1849
O -6.2777 0.1170 0.5315
H -1.7247 1.7451 0.7543
H -0.1028 1.6197 0.0613
H -1.4806 2.1086 -0.9637
H -1.2050 -0.2368 -1.5401
H -0.9210 -0.7022 0.1105
H -5.8157 -1.8132 0.0111

Model ii:
25
Properties=species:S:1:pos:R:3 method="wB97M-V/def2-TZVPD" smiles="C[C@H](CCCC=C=N)C(N)=O" homo_lumo_gap_ev=9.5
C -2.3048 1.3970 0.0764
C -1.0424 0.6167 -0.1500
C -1.0769 -0.7758 0.4773
C 0.0453 -1.8026 0.0056
C 1.4878 -1.5697 0.3724
C 2.2903 -0.6991 -0.6130
C 3.1002 0.2337 -0.3120
N 4.0862 0.8875 0.0503
C 0.1321 1.3312 0.3960
N 0.6325 2.2892 -0.4462
O 0.5469 1.3664 1.5258
H -2.9291 1.1404 -0.7654
H -2.1254 2.5026 0.0126
H -2.9052 1.2479 0.9643
H -0.7986 0.5182 -1.1314
H -2.0901 -1.1946 0.2958
H -0.8400 -0.7725 1.5240
H 0.1386 -1.9996 -1.0727
H -0.2863 -2.8010 0.4139
H 1.4216 -1.0134 1.3877
H 1.9985 -2.5690 0.4261
H 1.9925 -0.9529 -1.6712
H 3.8529 1.9650 0.0550
H 1.2603 2.9075 -0.0126
H 0.3775 2.5822 -1.4445

Most stable one: model ii, least stable one: model i.

Model i:
13
Properties=species:S:1:pos:R:3 method="wB97M-V/def2-TZVPD" smiles="O=C1C=CCC(=S)N1" homo_lumo_gap_ev=8.6
O -2.5574 1.0472 -0.4365
C -1.4671 0.5256 -0.2359
C -1.2733 -0.6908 0.5908
C -0.0303 -1.1404 0.7387
C 1.1928 -0.4156 0.3626
C 0.9858 0.6521 -0.6908
S 2.2182 1.2612 -1.6228
N -0.2981 1.0723 -0.7810
H -2.1382 -1.1085 0.9842
H 0.2339 -1.9927 1.3694
H 1.8804 -1.0886 -0.0965
H 1.7342 0.0133 1.2332
H -0.4810 1.8647 -1.4153

Model ii:
13
Properties=species:S:1:pos:R:3 method="wB97M-V/def2-TZVPD" smiles="S/N=c1/cccco1" homo_lumo_gap_ev=8.5
S 3.0758 -1.1927 -1.1308
N 1.7660 -1.4723 -0.1774
C 0.7232 -0.7617 0.0584
C -0.5548 -1.0701 0.7732
C -1.5483 -0.1810 0.8492
C -1.4621 1.1032 -0.0968
C -0.2354 1.3886 -0.4694
O 1.0240 0.6333 -0.0397
H 2.7859 0.1158 -1.1011
H -0.3584 -2.0277 1.5262
H -2.4692 -0.2371 1.4055
H -2.4652 1.5215 -0.2871
H -0.2815 2.1801 -1.3102

Most stable one: model i, least stable one: model ii.

Model i:
56
Properties=species:S:1:pos:R:3 method="wB97M-V/def2-TZVPD" homo_lumo_gap_ev="5.7 / 5.7"
Mo 2.2132 -0.2822 -1.4412
C -5.7457 1.1289 -1.2367
O -5.6727 1.3914 0.1563
C -4.6713 2.1920 0.5925
C -4.6319 2.4321 1.9644
C -3.6495 3.2417 2.4947
C -2.6597 3.7890 1.6824
C -2.7228 3.5705 0.3105
C -3.7240 2.7850 -0.2391
N -1.6958 4.6279 2.3502
N -0.5380 4.8208 1.9319
C 0.1900 3.9235 1.0867
C 1.0068 4.5118 0.1646
C 1.7596 3.7718 -0.7749
C 1.6773 2.4198 -0.7538
O 2.3429 1.5761 -1.5630
C 0.8778 1.7763 0.2270
N 0.9203 0.4068 0.1791
C 0.3214 -0.2538 1.1452
C -0.3025 0.3868 2.2257
C -0.3559 1.7486 2.2709
C 0.1993 2.4973 1.2115
H -6.5969 0.4697 -1.3743
H -4.8400 0.6341 -1.5955
H -5.9052 2.0478 -1.8053
H -5.3924 1.9830 2.5898
H -3.6135 3.4495 3.5573
H -2.0079 4.0433 -0.3462
H -3.7537 2.6390 -1.3090
H 1.0270 5.5943 0.1454
H 2.4063 4.2576 -1.4924
H 0.3498 -1.3324 1.0852
H -0.7309 -0.2123 3.0170
H -0.7901 2.2438 3.1278
Se 3.9044 -1.1777 -2.8766
Se 2.8607 -2.3268 -4.6497
Se 1.0459 -0.9818 -5.1513
Se 0.3115 -0.2779 -3.0128
O 3.6961 1.3180 1.1559
Cl 4.5424 0.3153 0.5673
O 5.0867 0.7636 -0.6838
O 5.5670 -0.1112 1.4573
O 3.6615 -0.8774 0.2476
N 1.6508 -2.1849 -0.9157
C 1.6393 -3.3089 -0.7048
C 1.7254 -4.7289 -0.5639
C 1.0186 -5.4190 0.4169
C 1.1684 -6.7898 0.5098
C 2.0127 -7.4587 -0.3689
C 2.7042 -6.7654 -1.3532
C 2.5671 -5.3925 -1.4583
H 0.3593 -4.8835 1.0871
H 0.6256 -7.3399 1.2663
H 2.1251 -8.5321 -0.2893
H 3.3489 -7.2921 -2.0435
H 3.0873 -4.8278 -2.2212

Model ii:
56
Properties=species:S:1:pos:R:3 method="wB97M-V/def2-TZVPD" homo_lumo_gap_ev="6.1 / 6.0"
Mo -0.3541 -3.5434 0.4147
C 2.7510 3.1066 2.0679
O 1.4618 2.7941 1.5708
C 1.3265 2.6650 0.2242
C 2.3561 2.8422 -0.6898
C 2.0996 2.6853 -2.0482
C 0.8513 2.3012 -2.5004
C -0.1899 2.1629 -1.5775
C 0.0468 2.3526 -0.2323
N 0.6923 2.1657 -3.9274
N 0.1044 1.1925 -4.4243
C -0.3347 0.1220 -3.5760
C -1.6606 -0.2099 -3.5434
C -2.1605 -1.1880 -2.6659
C -1.3039 -1.8719 -1.8323
O -1.6576 -2.7908 -0.9816
C 0.0801 -1.5832 -1.9101
N 0.8707 -2.3059 -1.0577
C 2.1740 -2.1464 -1.1296
C 2.7732 -1.2620 -2.0365
C 1.9949 -0.4888 -2.8504
C 0.5895 -0.6217 -2.7977
H 2.6570 3.1459 3.1493
H 3.0941 4.0766 1.7009
H 3.4782 2.3377 1.7959
H 3.3495 3.1175 -0.3672
H 2.8862 2.8509 -2.7748
H -1.1861 1.9117 -1.9118
H -0.7510 2.2634 0.4930
H -2.3438 0.3348 -4.1846
H -3.2167 -1.4191 -2.6359
H 2.7772 -2.7351 -0.4539
H 3.8517 -1.1983 -2.0651
H 2.4447 0.2085 -3.5449
Se -0.3064 -5.5996 -0.7814
Se 1.3751 -6.9840 0.0662
Se 2.9832 -5.4699 0.7463
Se 1.6613 -3.7788 1.7205
O -3.5186 -2.8591 1.7620
Cl -3.1434 -4.2340 1.8118
O -3.5196 -4.8650 3.0228
O -3.5428 -4.9507 0.6516
O -1.5905 -4.2552 1.8304
N -0.7378 -1.6298 1.4751
C -0.9507 -0.5867 1.8940
C -1.2771 0.7153 2.3953
C -2.5242 1.2538 2.0762
C -2.8468 2.5201 2.5289
C -1.9347 3.2371 3.2930
C -0.6981 2.6923 3.6126
C -0.3622 1.4270 3.1656
H -3.2211 0.6724 1.4879
H -3.8105 2.9483 2.2890
H -2.1915 4.2274 3.6452
H 0.0052 3.2559 4.2102
H 0.5995 0.9905 3.3994

Most stable one: model ii, least stable one: model i.

Model i:
22
Properties=species:S:1:pos:R:3 method="wB97M-V/def2-TZVPD" total_charge=-1 homo_lumo_gap_ev=6.6
C 1.3148 1.8861 -0.4418
C 0.0426 1.1147 -1.1392
N -0.2404 -0.1317 -0.4750
C -1.5153 -0.1446 0.1346
C -1.7133 0.4971 1.6409
O -0.4641 0.4023 2.1005
H 1.2492 2.8544 -0.8938
H 1.2771 1.6562 0.6351
H 2.2051 1.5692 -0.9094
H 0.4320 0.8453 -2.1343
H -0.7445 1.7570 -1.2703
H 0.5161 -0.3679 0.1938
H -2.3586 0.4144 -0.4054
H -1.7274 -1.2412 -0.0498
H -2.3974 -0.2717 2.0858
H -2.3782 1.4104 1.7842
H 0.2672 -1.1714 1.8733
H 0.6413 -2.3552 0.9607
O 0.6519 -2.0899 1.8686
H 2.3129 -2.1301 -2.2329
H 0.9937 -1.9343 -1.4936
O 1.6351 -2.5692 -1.8318

Model ii:
22
Properties=species:S:1:pos:R:3 method="wB97M-V/def2-TZVPD" total_charge=-1 homo_lumo_gap_ev=7.8
C -0.8989 0.2986 -0.8383
O -0.9569 1.6736 -0.3982
C 0.3328 -0.2738 -0.0662
C 0.4058 -1.8241 -0.1553
C 1.7452 -2.4941 0.1942
N 0.4471 0.2240 1.4312
H -0.9387 0.1835 -1.8970
H -1.7506 -0.1288 -0.3108
H 1.2590 0.2071 -0.5725
H -0.1478 -2.1935 -1.0504
H -0.3977 -2.1686 0.5204
H 1.7059 -3.3879 0.8397
H 2.4139 -2.5752 -0.6757
H 2.2233 -1.7382 0.9322
H -0.5877 0.2333 1.7970
H 0.6145 1.2938 1.2700
H -3.4447 1.2728 1.0318
H -1.9832 1.8787 0.7971
O -2.6877 1.6292 1.5095
H 1.5026 2.8974 -1.0397
H 0.1530 2.2593 -1.5260
O 0.9907 2.7332 -1.7931

Most stable one: model ii, least stable one: model i.

Model i:
22
Properties=species:S:1:pos:R:3 method="wB97M-V/def2-TZVPD" total_charge=-1 homo_lumo_gap_ev=7.9
C 1.4751 2.0412 0.8003
C 0.6859 0.8935 0.0594
C 1.4295 0.0991 -0.9508
C 0.6493 -1.2704 -1.5178
O 0.4154 -2.0399 -0.5178
N -0.5393 1.5534 -0.3689
H 2.5417 1.7860 1.0721
H 1.0051 2.3530 1.7583
H 1.8095 2.7938 -0.0265
H 0.2923 0.0299 0.8051
H 2.0704 -0.4497 -0.2356
H 2.0782 0.4218 -1.7093
H 1.3645 -1.6990 -2.2100
H -0.3226 -0.8689 -1.9790
H -1.2562 1.5602 0.4059
H -0.9289 1.1411 -1.2068
H -3.0341 0.1886 1.9546
H -2.2252 -1.1746 1.4156
O -2.4916 -0.4924 2.0889
H -0.8851 -2.1658 -0.2240
H -2.2626 -2.7677 0.2704
O -1.8715 -1.9332 0.3161

Model ii:
22
Properties=species:S:1:pos:R:3 method="wB97M-V/def2-TZVPD" total_charge=-1 homo_lumo_gap_ev=7.9
C -0.9788 1.2062 0.0451
O -0.1895 0.5472 0.9729
C -1.4347 0.0833 -1.0528
C -0.3966 -0.9234 -1.4268
C 0.9666 -0.2762 -1.8409
N 2.0757 -0.4531 -0.8828
H -1.9777 1.4783 0.3554
H -0.4317 1.8829 -0.6019
H -2.3133 -0.4552 -0.6397
H -1.6377 0.8214 -1.8524
H -0.2619 -1.5108 -0.4980
H -0.6786 -1.6581 -2.2057
H 0.8715 0.8134 -1.9662
H 1.2167 -0.8190 -2.7636
H 2.1845 -1.4433 -0.6931
H 1.8837 0.0336 -0.0166
H 0.7589 1.3640 1.9703
H 1.9451 0.6996 2.8297
O 1.3995 1.4897 2.7540
H -0.7551 -1.2531 3.1570
H -0.9576 -0.3586 1.9943
O -1.2891 -1.2688 2.3617

Model iii:
22
Properties=species:S:1:pos:R:3 method="wB97M-V/def2-TZVPD" total_charge=-1 homo_lumo_gap_ev=8.1
C 0.4813 0.3656 -1.7380
N 0.2329 -0.9124 -1.0293
C 2.2817 -0.7671 0.2770
C 0.7553 -0.8548 0.3678
C 0.1598 0.3247 1.1710
O -1.2151 0.3990 1.1257
H 1.5341 0.5933 -1.9969
H 0.1806 1.3268 -1.2737
H -0.0517 0.3553 -2.7220
H -0.7393 -0.9846 -1.2890
H 2.6143 -0.6835 1.3154
H 2.7149 -1.6486 -0.1784
H 2.6581 0.1131 -0.2655
H 0.4471 -1.8048 0.8111
H 0.5377 0.0761 2.1987
H 0.6532 1.2589 0.8668
H -2.0751 2.7485 -0.2298
H -1.6831 1.7714 0.8351
O -1.9328 2.7875 0.7227
H -3.2421 -1.8572 0.4515
H -1.9019 -0.9473 0.5468
O -2.4098 -1.6598 0.0328

Most stable one: model iii, least stable one: model i.